{
  "formula": "C4H4LiO2Rb",
  "method": "ωB97M-V/def2-TZVPD",
  "total_charge": 0,
  "relative_energy_ev": 0.000,
  "gap_ev": 4.09,
  "energy_ev": -9164.2425,
  "symbols": ["C", "O", "H", "Rb", "O", "C", "C", "C", "H", "H", "H", "Li"],
  "xyz": [[-0.5440, 1.3011, -1.0647], [0.4676, 2.0809, -1.2671], [-1.4543, 1.4629, -1.6808], [2.9714, 1.5804, -0.7172], [1.1481, -1.1493, 0.7976], [-0.1323, -0.4895, 0.9718], [-1.2577, -1.0588, 0.1746], [-0.4913, 0.1885, -0.2786], [1.5848, -1.3711, 1.6187], [-0.2216, 0.0209, 1.9384], [-2.2512, -0.8369, 0.5929], [0.1805, -1.7292, -1.0855]],
  "lowdin_charge": [-0.38, -0.43, 0.10, 0.98, -0.16, -0.44, -0.21, -0.35, 0.06, 0.13, 0.03, 0.66]
}